{
  "formula": "C4H14O2",
  "method": "ωB97M-V/def2-TZVPD",
  "symbols": ["C", "C", "C", "C", "H", "H", "H", "H", "H", "H", "H", "H", "H", "H", "O", "H", "H", "O", "H", "H"],
  "positions_angstrom": [[1.306, 2.528, 2.648], [0.132, 2.637, 1.723], [0.207, 1.627, 0.572], [-1.079, 1.535, -0.226], [1.357, 1.510, 3.042], [1.217, 3.174, 3.519], [2.234, 2.680, 2.092], [-0.103, 3.623, 1.322], [-0.709, 2.400, 2.378], [0.422, 0.695, 1.052], [0.990, 1.961, -0.099], [-1.442, 2.439, -0.695], [-1.925, 1.152, 0.338], [-0.927, 0.764, -0.994], [-1.614, -4.998, -0.830], [-0.676, -5.233, -0.817], [-1.974, -5.593, -0.163], [0.479, -4.372, -4.956], [0.999, -3.952, -5.650], [1.105, -4.577, -4.256]],
  "forces_ev_per_a": [[0.7, -0.1, -0.1], [-1.0, -0.4, 0.1], [-0.9, 1.6, 0.6], [-0.2, -1.3, -0.4], [0.0, -0.1, 0.0], [0.2, 0.3, -0.1], [0.2, 0.3, 0.3], [0.4, 0.3, 0.1], [-0.5, -0.1, -0.3], [0.4, -0.9, -0.2], [0.5, -0.3, -0.1], [0.3, 0.4, -0.1], [0.0, 0.0, 0.5], [-0.1, 0.4, -0.2], [0.3, -0.3, 0.2], [-0.1, 0.2, -0.2], [-0.2, 0.1, 0.0], [0.0, 0.0, -0.1], [0.0, -0.1, 0.1], [0.0, 0.0, 0.0]],
  "nbo_charge": [-0.600, -0.391, -0.392, -0.607, 0.198, 0.210, 0.197, 0.194, 0.187, 0.196, 0.194, 0.204, 0.202, 0.208, -0.928, 0.463, 0.465, -0.934, 0.468, 0.466],
  "gap_ev": 11.7149,
  "largest_force_ha_per_bohr": 0.03710,
  "e_above_lowest_kj_mol": 57.39,
  "e_tot_ev": -8469.7646
}

---

{
  "formula": "C39H59N10PS2Yb",
  "method": "ωB97M-V/def2-TZVPD",
  "symbols": ["Yb", "N", "C", "C", "C", "C", "C", "C", "S", "N", "C", "C", "C", "C", "C", "C", "N", "H", "H", "H", "H", "H", "H", "H", "H", "H", "C", "N", "C", "C", "C", "C", "C", "C", "C", "C", "H", "H", "H", "H", "H", "H", "H", "H", "H", "H", "H", "H", "C", "N", "C", "S", "N", "C", "H", "H", "H", "H", "H", "H", "H", "H", "N", "P", "N", "C", "C", "C", "C", "C", "N", "C", "C", "C", "C", "C", "N", "C", "C", "C", "C", "C", "H", "H", "H", "H", "H", "H", "H", "H", "H", "H", "H", "H", "H", "H", "H", "H", "H", "H", "H", "H", "H", "H", "H", "H", "H", "H", "H", "H", "H", "H"],
  "positions_angstrom": [[-0.487, -1.056, -0.385], [1.565, -0.381, 3.065], [0.369, -0.157, 3.875], [0.607, -0.538, 5.307], [-0.180, -0.070, 6.269], [-1.257, 0.874, 5.951], [-1.291, 1.477, 4.766], [-0.243, 1.259, 3.707], [-0.739, -1.422, 3.082], [0.301, -1.693, 1.752], [1.404, -1.041, 1.911], [2.461, -0.979, 0.872], [3.792, -0.905, 1.223], [4.742, -0.760, 0.222], [4.316, -0.683, -1.088], [2.957, -0.782, -1.346], [2.045, -0.932, -0.393], [2.346, 0.246, 3.180], [1.384, -1.269, 5.495], [-0.050, -0.400, 7.291], [-2.005, 1.089, 6.703], [-2.075, 2.192, 4.549], [4.086, -0.991, 2.261], [5.794, -0.705, 0.468], [5.012, -0.541, -1.903], [2.587, -0.716, -2.360], [0.779, -2.436, -3.364], [-0.382, -2.543, -2.478], [-0.543, -3.961, -2.092], [-1.603, -2.098, -3.197], [-2.819, -2.144, -2.294], [-4.018, -2.624, -2.806], [-5.139, -2.708, -1.990], [-5.043, -2.327, -0.659], [-3.836, -1.841, -0.167], [-2.691, -1.712, -0.959], [0.653, -3.070, -4.250], [1.674, -2.756, -2.827], [0.898, -1.403, -3.699], [-0.617, -4.580, -2.995], [-1.453, -4.086, -1.510], [0.315, -4.279, -1.500], [-1.767, -2.731, -4.079], [-1.424, -1.078, -3.554], [-4.078, -2.948, -3.840], [-6.073, -3.083, -2.387], [-5.906, -2.405, -0.009], [-3.800, -1.554, 0.882], [5.134, -4.604, -3.095], [4.406, -4.317, -1.867], [3.340, -4.931, -1.319], [2.474, -4.163, -0.078], [2.952, -6.146, -1.744], [3.708, -7.165, -2.464], [5.475, -3.657, -3.510], [4.486, -5.067, -3.833], [6.005, -5.238, -2.932], [4.638, -3.466, -1.382], [2.122, -6.458, -1.267], [4.771, -7.081, -2.256], [3.544, -7.129, -3.540], [3.380, -8.137, -2.102], [-0.104, 0.873, 0.341], [-0.558, 2.346, 0.306], [-0.382, 3.173, -1.148], [-0.941, 2.468, -2.310], [0.073, 1.520, -2.960], [1.372, 2.246, -3.299], [1.921, 2.939, -2.055], [0.863, 3.872, -1.476], [-2.185, 2.595, 0.580], [-3.008, 1.642, 1.325], [-4.329, 1.372, 0.617], [-5.079, 2.669, 0.342], [-4.185, 3.621, -0.442], [-2.880, 3.858, 0.306], [0.359, 3.260, 1.372], [1.349, 2.632, 2.233], [0.824, 2.399, 3.667], [0.315, 3.746, 4.204], [-0.681, 4.421, 3.260], [-0.067, 4.562, 1.873], [-1.266, 3.206, -3.052], [-1.831, 1.923, -1.990], [-0.368, 1.066, -3.850], [0.324, 0.733, -2.233], [1.165, 2.996, -4.070], [2.107, 1.556, -3.722], [2.830, 3.497, -2.290], [2.171, 2.189, -1.294], [0.622, 4.646, -2.214], [1.232, 4.371, -0.584], [-3.216, 2.037, 2.332], [-2.446, 0.717, 1.451], [-4.933, 0.697, 1.228], [-4.123, 0.855, -0.325], [-5.357, 3.139, 1.292], [-6.006, 2.468, -0.198], [-4.681, 4.579, -0.611], [-3.957, 3.189, -1.422], [-3.105, 4.366, 1.256], [-2.229, 4.501, -0.279], [2.224, 3.293, 2.295], [1.655, 1.710, 1.747], [1.668, 2.109, 4.307], [-0.734, 1.258, 2.734], [1.183, 4.405, 4.316], [-0.111, 3.625, 5.199], [-0.960, 5.400, 3.654], [-1.598, 3.829, 3.172], [0.815, 5.212, 1.932], [-0.757, 5.026, 1.172]],
  "forces_ev_per_a": [[0.6, 0.2, 0.2], [0.4, 0.3, 0.3], [-0.1, 0.1, -0.1], [0.1, 0.0, -0.1], [-0.1, 0.1, 0.1], [0.1, -0.1, 0.1], [0.0, 0.0, -0.1], [0.2, 0.1, 0.1], [-0.2, -0.4, 0.1], [-0.1, -0.2, -0.5], [-0.2, -0.2, 0.1], [0.0, 0.1, 0.1], [0.2, 0.0, 0.1], [0.1, 0.0, 0.1], [0.0, 0.0, -0.1], [-0.1, 0.1, 0.0], [-0.1, -0.2, -0.2], [0.0, 0.0, 0.0], [0.0, 0.0, 0.0], [0.0, 0.0, 0.0], [0.0, 0.0, 0.0], [0.0, 0.0, 0.0], [0.0, 0.0, 0.0], [0.0, 0.0, 0.0], [0.0, 0.0, 0.0], [0.0, 0.0, 0.0], [0.0, 0.0, 0.0], [-0.1, 0.2, 0.2], [0.1, 0.0, 0.0], [-0.2, 0.0, 0.1], [-0.1, 0.1, 0.0], [0.0, 0.0, 0.0], [0.0, 0.0, 0.0], [0.0, 0.0, 0.0], [-0.1, 0.0, 0.0], [0.1, 0.0, 0.1], [0.0, 0.0, 0.0], [0.0, 0.0, 0.0], [0.0, 0.0, 0.0], [0.0, 0.0, 0.0], [0.0, 0.0, 0.0], [0.0, 0.0, -0.1], [0.1, 0.0, 0.0], [0.0, 0.0, 0.0], [0.0, 0.0, 0.0], [0.0, 0.0, 0.0], [0.0, 0.0, 0.0], [0.0, 0.0, 0.0], [-0.1, 0.0, 0.0], [0.0, 0.0, 0.1], [0.0, 0.0, 0.1], [0.2, -0.1, 0.0], [-0.1, 0.0, -0.1], [0.0, 0.0, 0.1], [0.0, 0.0, 0.0], [0.0, 0.0, 0.0], [0.0, 0.0, 0.0], [0.0, 0.0, 0.0], [0.0, 0.0, 0.0], [0.0, 0.0, 0.0], [0.0, 0.0, 0.0], [0.0, 0.0, 0.0], [-0.7, -0.2, -0.3], [0.1, 0.2, -0.1], [0.2, 0.0, -0.2], [0.1, 0.0, 0.1], [0.0, 0.1, 0.0], [0.0, 0.1, 0.0], [0.0, 0.0, 0.0], [-0.1, 0.0, 0.0], [-0.2, 0.0, -0.1], [0.0, 0.1, 0.0], [0.0, 0.0, 0.0], [0.0, 0.0, 0.0], [0.0, 0.0, 0.0], [0.0, -0.1, 0.0], [0.0, 0.0, 0.2], [0.0, 0.0, 0.0], [0.0, -0.1, 0.0], [0.0, 0.0, 0.0], [0.0, 0.0, 0.0], [0.0, -0.1, 0.0], [0.0, 0.0, 0.0], [0.0, 0.0, 0.0], [0.0, 0.0, 0.0], [-0.1, -0.1, -0.1], [0.0, 0.0, 0.0], [0.0, 0.0, 0.0], [0.0, 0.0, 0.0], [0.0, 0.0, 0.0], [0.0, 0.0, 0.0], [0.0, 0.0, 0.0], [0.0, 0.0, 0.0], [0.0, 0.0, 0.0], [0.0, 0.0, 0.0], [0.0, 0.0, 0.0], [0.0, 0.0, 0.0], [0.0, 0.0, 0.0], [0.0, 0.0, 0.0], [0.0, 0.0, 0.0], [0.0, 0.0, 0.0], [0.0, 0.0, 0.0], [0.0, 0.0, 0.0], [0.0, 0.0, 0.0], [0.0, 0.0, 0.0], [0.0, 0.0, 0.0], [0.0, 0.0, 0.0], [0.0, 0.0, 0.0], [0.0, 0.0, 0.0], [0.0, 0.0, 0.0], [0.0, 0.0, 0.0], [0.0, 0.0, 0.0]],
  "mulliken_spin": [1.013, 0.000, 0.000, 0.000, 0.000, 0.000, 0.000, -0.001, 0.000, -0.002, 0.000, 0.001, -0.001, 0.000, -0.001, 0.000, -0.001, 0.000, 0.000, 0.000, 0.000, 0.000, 0.000, 0.000, 0.000, 0.000, 0.000, -0.002, 0.000, 0.002, -0.001, 0.000, 0.000, 0.000, -0.003, -0.003, 0.000, 0.000, 0.000, 0.000, 0.000, 0.000, 0.000, 0.000, 0.000, 0.000, 0.000, 0.000, 0.000, 0.000, 0.000, 0.000, 0.000, 0.000, 0.000, 0.000, 0.000, 0.000, 0.000, 0.000, 0.000, 0.000, -0.001, -0.003, 0.000, -0.001, 0.000, 0.000, 0.000, 0.000, 0.003, 0.000, 0.000, 0.000, 0.000, 0.000, 0.001, 0.000, 0.002, -0.001, 0.000, 0.000, 0.000, 0.000, 0.000, -0.001, 0.000, 0.000, 0.000, 0.000, 0.000, 0.000, 0.000, 0.000, 0.000, 0.000, 0.000, 0.000, 0.000, 0.000, 0.000, 0.000, 0.000, -0.001, 0.000, 0.001, 0.000, 0.000, 0.000, 0.000, 0.000, 0.000],
  "s2": 0.751,
  "gap_ev": [7.6025, 7.6170],
  "largest_force_ha_per_bohr": 0.01597,
  "total_charge": 1,
  "e_above_lowest_kj_mol": 217.32,
  "multiplicity": 2,
  "e_tot_ev": -118788.5909
}

---

{
  "formula": "C3H6O2S2",
  "method": "ωB97M-V/def2-TZVPD",
  "symbols": ["O", "C", "O", "C", "S", "C", "S", "H", "H", "H", "H", "H", "H"],
  "positions_angstrom": [[-0.719, -1.889, -0.313], [-1.070, -0.724, -0.299], [-2.254, -0.387, -0.678], [-0.254, 0.290, 0.450], [-0.471, 1.954, -0.354], [1.145, -0.119, 0.758], [2.096, -0.097, -0.758], [-2.389, 0.600, -0.642], [-0.717, 0.375, 1.429], [0.497, 1.697, -1.188], [1.581, 0.606, 1.433], [0.967, -1.048, 1.354], [1.587, -1.258, -1.193]],
  "forces_ev_per_a": [[0.0, 0.6, -0.5], [1.5, -2.3, 1.6], [-2.1, 1.7, -0.9], [-1.0, 1.8, -0.1], [-0.5, 0.0, 1.4], [-0.5, -0.2, 0.5], [0.8, -0.9, 0.1], [0.4, -1.1, -0.1], [-0.6, 0.2, 0.1], [0.7, -0.1, -1.0], [0.2, 0.2, 0.1], [1.1, 0.2, -0.9], [0.1, 0.0, -0.2]],
  "nbo_charge": [-0.594, 0.763, -0.646, -0.429, -0.073, -0.548, -0.024, 0.503, 0.250, 0.146, 0.236, 0.259, 0.157],
  "gap_ev": 10.0125,
  "largest_force_ha_per_bohr": 0.06251,
  "e_above_lowest_kj_mol": 65.94,
  "e_tot_ev": -28973.6097
}

---

{
  "formula": "C8H10N3O2",
  "method": "ωB97M-V/def2-TZVPD",
  "symbols": ["H", "N", "N", "C", "C", "N", "C", "C", "C", "C", "C", "C", "O", "O", "H", "H", "H", "H", "H", "H", "H", "H", "H"],
  "positions_angstrom": [[1.525, -3.451, -0.321], [1.631, -2.503, -0.494], [1.018, -1.713, 0.291], [1.100, -0.351, -0.085], [1.285, -0.031, -1.470], [1.365, 0.413, -2.520], [2.479, 0.436, 0.499], [3.671, 0.011, 0.209], [-0.201, 0.343, 0.500], [-1.519, -0.252, -0.055], [-2.800, 0.343, 0.575], [-3.532, 1.441, -0.274], [-2.908, 2.089, -1.132], [-4.759, 1.539, 0.031], [2.265, 1.158, 1.245], [4.518, 0.594, 0.458], [3.835, -0.816, -0.481], [-0.082, 1.445, 0.126], [0.042, 0.192, 1.502], [-1.274, -1.318, 0.052], [-1.576, -0.057, -1.096], [-3.513, -0.373, 0.905], [-2.569, 0.860, 1.538]],
  "forces_ev_per_a": [[-0.7, -2.3, 1.6], [-0.6, 4.9, -0.3], [1.7, -3.9, -1.1], [1.2, 2.8, 1.1], [-0.6, -0.2, -0.9], [0.2, 0.0, -0.7], [-3.1, -2.3, 0.3], [0.5, -0.5, -1.3], [1.2, 2.1, -3.8], [1.1, 0.0, 1.5], [1.2, 0.9, 0.6], [-1.5, -0.3, 0.2], [0.6, -0.3, 0.2], [0.9, 0.0, -0.1], [-0.2, 0.9, 0.2], [0.8, 0.3, 0.6], [-0.1, 0.1, 0.1], [-0.4, -1.7, 1.3], [-0.6, 0.2, 2.2], [-1.2, -0.2, 0.2], [0.2, 0.3, -1.1], [-0.6, -0.9, -0.2], [0.2, -0.2, -0.5]],
  "nbo_charge": [0.321, -0.342, -0.098, -0.097, 0.277, -0.323, -0.122, -0.390, -0.343, -0.423, -0.525, 0.763, -0.775, -0.799, 0.208, 0.201, 0.213, 0.229, 0.195, 0.185, 0.236, 0.216, 0.194],
  "gap_ev": 6.3545,
  "largest_force_ha_per_bohr": 0.09561,
  "total_charge": -1,
  "e_above_lowest_kj_mol": 191.08,
  "e_tot_ev": -17021.3068
}